Record 1
Computed, not measured: a 2-piece molecular cluster, C7H10N3S overall, with ωB97M-V/def2-TZVPD.

```
! RIJCOSX wB97M-V def2-TZVPD def2/J DEFGRID3
* xyz 1 3
H 0.94239 2.12178 -1.53881
H 3.28292 -0.47668 0.25120
C -2.93768 0.28920 0.63256
H 1.15209 -0.44818 1.66036
H 1.70048 -2.86070 -0.36009
C -1.78237 1.39072 -1.12875
C -0.56856 1.19574 -0.45649
C -2.94502 1.01630 -0.54427
H -1.93295 -0.56988 2.25644
N 2.61717 -2.64139 -0.42600
H -1.84669 2.13557 -1.97450
H -3.82295 0.04702 1.17473
H 3.01431 -3.01380 0.52717
N 0.79085 1.39344 -0.80947
H -3.89368 1.45904 -1.13893
S 3.30386 0.82377 0.04615
H 2.94273 -3.15032 -1.29011
C 1.54506 0.79334 0.11273
N 0.76169 0.15044 1.00766
C -0.57137 0.35442 0.68213
C -1.75229 -0.00984 1.31628
*
```

Properties
**Lowest unoccupied orbital energy (alpha / beta)**: -3.08 / -7.61 eV
**<S²>**: 2.013
**Relative energy (zero: lowest compared OMol25 entry of this formula, charge and spin)**: 19.50 kcal per mole
**HOMO level (alpha / beta)**: -9.1 / -13.3 eV

---

Record 2
Computed, not measured: a 2-piece molecular cluster, C6H13BrSSi overall, with ωB97M-V/def2-TZVPD.

```
! RIJCOSX wB97M-V def2-TZVPD def2/J DEFGRID3
* xyz 0 1
H 0.44665 -0.21219 -2.68864
H 1.84040 0.33766 1.25106
C 1.20236 0.34013 -2.12840
H -4.28642 0.75349 2.21026
C 1.51131 -1.20366 -0.22078
C 2.18042 -0.64003 -1.47011
Br -3.51727 -0.98561 -0.18492
H 0.80493 2.65613 -0.39196
H -3.10451 2.07329 2.06941
C 1.01535 -0.05232 0.64930
H -2.56778 0.42356 2.43275
S 2.71545 -2.26467 0.68287
H 2.46785 -1.44476 -2.14887
H -2.28326 1.18348 -0.10563
Si 0.46973 1.25340 -0.62899
H 1.85233 -2.67452 1.60897
C -3.18967 0.79701 0.38616
H 1.71393 0.99069 -2.83614
H 3.09132 -0.11248 -1.17284
C -3.28853 1.01948 1.85562
H 0.67894 -1.84923 -0.51100
H 0.24648 -0.38883 1.34190
*
```

Properties
**Lowest unoccupied orbital energy (alpha / beta)**: -0.63 / -0.29 eV
**Relative energy (zero: lowest compared OMol25 entry of this formula, charge and spin)**: 17.11 kcal per mole
**HOMO level (alpha / beta)**: -8.5 / -7.3 eV

---

Record 3
Computed, not measured: a 6-piece molecular cluster, C30H41F15O10Si overall, with ωB97M-V/def2-TZVPD.

```
! RIJCOSX wB97M-V def2-TZVPD def2/J DEFGRID3
* xyz 0 1
Si 3.07627 3.96989 -3.83903
H -10.72345 -5.26134 3.67454
H 2.69980 -0.66660 -1.86729
O 8.87309 -3.07011 2.51063
O -3.98349 2.06372 3.10452
C -3.69485 3.15842 3.49428
C -10.08105 -5.39131 2.80164
H 2.60469 5.31519 -4.24297
H -0.27677 2.91586 3.03917
H 6.19318 -0.69779 1.61211
C -1.44888 -0.77910 -0.00405
F 7.09508 -5.01366 0.32537
C 7.52293 -4.85969 1.59152
H -1.40860 1.69543 2.48281
F -5.19575 4.75997 4.41109
H -11.66598 -5.36741 1.35728
H -5.43023 -1.70810 1.08187
O 2.17478 0.60781 1.21414
F 8.55313 -5.69862 1.75525
H 6.84208 1.47702 -4.95828
H 9.12207 -1.02652 0.79587
H 8.22364 0.49773 0.86101
F -3.80143 5.47640 2.92483
F 3.98915 0.19491 4.19572
C 4.42778 3.30630 -5.02759
F 6.53223 -5.29587 2.39205
C 3.28764 0.56297 1.94679
H -9.14256 -4.87725 3.01592
H -1.13836 2.65036 5.37560
H 5.71971 1.57014 -2.05426
F -11.49227 -1.04448 2.89018
H -10.10759 -4.92118 0.68316
C 6.56823 2.09126 -4.06538
H 4.26139 3.76322 -6.03573
H -2.31963 1.47418 4.82536
F -0.57036 -1.32915 -0.86448
C -0.51685 0.85363 -4.56361
H 0.20641 0.91742 -6.72794
F -9.72617 -0.22761 1.96789
C -0.31904 1.36418 -3.22241
O -2.83004 -2.34984 1.21531
O 6.96083 -2.57937 1.43843
C 1.37022 2.24704 -5.39480
C -0.83161 2.02723 3.34730
C 1.59123 2.75701 -4.02186
C -1.73821 2.34518 4.51763
H 3.50035 4.01149 -2.43488
C 0.31628 1.29329 -5.68368
C -4.54338 4.41428 3.28556
C -5.72992 -1.85699 0.04324
H 3.56684 -1.11751 -0.39010
H 2.02789 2.59992 -6.22776
H -1.30530 0.10181 -4.78631
F -5.46985 4.24933 2.33369
H -4.35975 -3.49383 -0.34665
H 4.22912 2.20347 -5.12943
C 5.69289 1.18590 -3.11359
H -0.97239 1.01355 -2.38090
C 8.13095 -0.57791 0.70581
C -10.14598 -2.54724 1.61178
O -9.01320 -2.80668 1.32262
H 0.94236 2.71269 -1.87827
F 2.54158 1.75912 3.86296
C 2.36671 0.67271 -0.21165
H 1.83782 -1.39653 -0.49660
F 1.95081 -0.31419 3.72192
H 6.52074 3.88318 -5.31550
H -6.63240 -2.46898 0.02979
C 2.63323 -0.70603 -0.77907
C -10.69754 -1.13395 1.80962
H -9.87054 -6.45346 2.67094
H 7.50006 2.34884 -3.48438
F -0.77016 -0.51942 1.11834
H 5.96191 4.23566 -3.65603
C -10.74452 -4.82244 1.56403
H 7.50247 -1.02739 2.73376
H 3.16477 1.37425 -0.46410
F -11.43204 -0.74086 0.75243
O -3.46624 -1.66550 -0.82742
C 5.90379 3.45712 -4.47034
O 4.40046 0.56991 1.50000
C 7.89814 -3.40983 1.90466
C 0.75316 2.33265 -2.90566
H -4.95644 -2.67638 -1.78105
H 4.65585 0.98567 -3.47673
H 1.44458 1.06867 -0.63354
H -0.12398 1.24148 3.61114
C 7.16577 -1.17995 1.70668
O -2.60337 3.45129 4.20831
F -1.79674 0.41453 -0.52541
C -2.65563 -1.68790 0.23426
H 6.20202 0.17848 -3.06334
H 7.78849 -0.76170 -0.31474
O -11.11876 -3.44996 1.76945
C 2.94389 0.54664 3.43725
C -4.62416 -2.51661 -0.75479
H -5.96299 -0.87211 -0.36596
*
```

Properties
**SMILES**: CCCC[SiH2]c1ccccc1.CCOC(=O)C(F)(F)F.CCOC(=O)C(F)(F)F.CCOC(=O)C(F)(F)F.CCOC(=O)C(F)(F)F.CCOC(=O)C(F)(F)F
**Lowest unoccupied orbital energy**: 0.53 eV
**HOMO level**: -9.2 eV

---

Record 4
Computed, not measured: a 4-piece molecular cluster, C32H43BrF9N3O8 overall, with ωB97M-V/def2-TZVPD.

```
! RIJCOSX wB97M-V def2-TZVPD def2/J DEFGRID3
* xyz 0 1
F -1.99670 -5.36409 -8.19603
N 0.24746 -6.02045 -1.47790
H 0.96533 -5.27741 -1.59563
O -0.71595 -3.74141 0.19851
H 6.69573 0.26917 -0.42571
F -5.49493 5.08406 0.84731
H -8.97975 9.23812 -0.32621
Br 2.35488 -7.72075 2.33219
H -2.10425 -6.65794 -3.98603
C 1.70613 -5.87886 2.07234
H -3.78067 3.55556 -0.57268
H 3.80930 2.43855 -0.00984
C 1.30173 -2.89865 1.39104
H 1.48452 1.91400 2.92825
N 6.78088 0.76396 0.46850
C 3.18071 -2.18512 3.27927
H 0.48373 4.05576 2.24026
H 2.90427 1.45068 -1.26800
H 1.10739 -7.51304 -0.22009
O -2.79232 5.74731 -1.89340
H 5.80816 -3.69810 4.85367
C 5.22546 1.07477 2.50469
F -6.62160 5.23292 -0.99492
H 4.69207 -0.00769 4.37314
H 1.28045 4.05302 0.57445
C -1.29261 -8.66615 -4.14166
H 0.65554 -1.14281 0.03052
C -2.39754 -6.99117 -6.50041
C 0.36652 -4.03311 0.77443
H -7.16752 10.24348 1.08244
O 2.34479 -5.10036 4.31397
C -7.17414 6.78510 0.73341
H -0.62294 -7.10405 0.22475
H 1.15930 1.13531 0.27192
H 6.02610 1.51371 3.21688
H 6.86042 -0.39972 2.24133
O -1.37086 4.77293 -0.43574
H 5.38571 -2.85772 1.77540
H -4.46358 2.81277 -2.03092
H 6.46658 1.73955 0.41548
H 3.41441 1.20274 3.88609
H -0.45204 -9.17374 -4.62193
C -3.11766 4.45370 -2.42890
F -3.27891 -7.01994 -8.72427
C -8.55402 8.68989 0.51720
C -7.98412 9.66777 1.52530
H -0.34972 -6.74398 -4.02159
H 4.04604 0.54441 -0.14511
H -1.24554 -8.84495 -3.06480
C -2.20930 -6.67999 -7.98302
H 5.37265 -0.77473 1.10512
C 2.24555 -0.32070 1.55426
C 2.13426 1.12506 0.89417
H 4.33608 -1.93395 5.00198
H 2.91449 2.92378 2.14685
C 5.08281 -3.61649 3.95572
H 4.73832 -4.68111 3.74049
C 6.02862 0.03435 1.56577
C 5.97074 -3.13663 2.71046
C 3.19295 -0.69519 2.74942
C 0.37413 -6.62559 -0.11409
C 4.12006 0.39524 3.45267
H -2.20526 -9.12456 -4.52901
O -1.21245 -6.95054 -5.85675
H -8.75628 10.35820 1.87194
H 4.83456 1.99123 1.91805
H -0.06788 2.81791 0.95855
C 1.34804 -1.43613 0.90231
N 4.00547 -2.67935 4.38074
H -7.57266 9.14521 2.39186
O -7.67366 6.51390 1.79368
C 1.96016 2.33060 1.96116
H -5.05263 4.38951 -1.45490
F -1.15360 -7.32911 -8.51759
F -5.12929 6.72030 -0.50524
H 6.69033 -2.33828 3.08606
H 0.44096 -6.72730 -2.20169
C -1.25824 -7.18026 -4.43959
C -1.59401 7.19212 -0.45305
F -0.80183 7.83250 -1.33917
C -1.89062 5.75903 -0.89056
C 0.84726 3.37274 1.38109
C 2.22885 -3.24716 2.61365
F -0.96558 7.25179 0.73530
C -6.10390 5.95816 0.02569
C 3.30906 1.42592 -0.20276
H -9.35808 8.08796 0.94861
C 0.85767 -5.54714 0.96809
H -2.21758 3.84282 -2.53858
H -3.51659 4.62225 -3.43183
F -2.70992 7.93906 -0.33048
C -4.16360 3.75948 -1.57527
C 2.12468 -4.76398 3.12672
O -3.45241 -7.20819 -5.96419
O -7.51695 7.85200 -0.01727
H 6.62836 -4.04286 2.41365
*
```

Properties
**SMILES**: CCNc1c(CCCN)c([C@H](C)CC)cc2c1C(=O)C(Br)=C(CN)C2=O.CCOC(=O)C(F)(F)F.CCOC(=O)C(F)(F)F.CCOC(=O)C(F)(F)F
**Lowest unoccupied orbital energy**: -1.31 eV
**HOMO level**: -8.4 eV